Entry 1:
The following is a quantum chemistry calculation of a molecular structure, C41H48BrN5Rb at a distorted geometry, from the OMol25 dataset.

Geometry (Å):
1 H 1.066242 4.008127 -0.892990
2 H -0.789152 5.405667 -0.530692
3 C 4.786259 0.696075 -4.451488
4 C -0.327114 -3.606646 0.738391
5 H 5.521241 1.769685 -2.729884
6 C -3.185452 2.463887 -2.051546
7 H -3.352324 4.595210 2.082670
8 C 1.304680 -5.879754 -0.735553
9 C -1.633423 1.640897 1.437435
10 H -0.053905 -3.597067 4.949822
11 C -1.593258 -4.215832 3.551374
12 C 2.975750 2.352271 -1.941461
13 C -5.356521 2.900799 -2.894373
14 H 5.317603 0.044780 -2.465060
15 H 5.550071 -4.609945 -2.508737
16 H -4.744855 -0.692025 3.472643
17 H 5.036324 3.462774 -0.448022
18 C -4.479503 -1.450360 4.210499
19 C -1.105219 3.730251 0.747305
20 C 2.279638 -3.733087 -1.752791
21 C 1.679769 2.033153 -1.336345
22 H -2.287209 2.769773 -1.521765
23 C -0.230995 -4.400139 4.232652
24 H -3.276720 4.241517 4.561163
25 H 3.180993 -5.358234 -2.796900
26 H 4.653536 5.159269 -0.793416
27 C -0.989459 5.207982 0.526687
28 C -1.037086 -2.662320 1.498872
29 C 1.405663 -4.401735 -0.953340
30 N -1.215616 -1.373831 1.159244
31 C 0.567003 -3.379108 -0.316186
32 H -0.063147 5.684051 2.430326
33 N -0.644243 1.486317 0.537750
34 H -3.866404 2.972903 2.517443
35 N 1.469231 0.703706 -1.382806
36 N 0.914627 -2.159858 -0.772089
37 H 4.387886 1.585073 -4.943745
38 H -2.112512 2.922761 4.329797
39 C 2.547322 0.129526 -1.947791
40 H -1.765035 -5.054087 2.869639
41 H 3.439119 -3.789159 -3.541565
42 H -4.318565 -0.250124 -3.420162
43 C -2.484630 3.859119 3.912097
44 H 0.385485 -6.379064 -2.639410
45 C -1.957916 3.063303 1.577180
46 H 2.257877 -6.358004 -0.975747
47 C 3.519533 1.163937 -2.319223
48 C 3.389848 -4.307495 -2.579876
49 H 3.500303 4.138390 0.088049
50 C -4.231427 3.357095 -2.234037
51 C 1.963106 -2.307535 -1.603431
52 H 0.120502 -7.594184 -1.378757
53 H 0.190368 6.920184 1.185608
54 H 3.600638 -1.541313 -2.696759
55 H 1.087017 5.390689 1.127572
56 C -0.272686 2.706832 0.109415
57 C 4.234432 4.151912 -0.718227
58 H -2.383101 -4.256503 4.306041
59 H 4.986332 -3.171966 -1.638506
60 C -5.417597 1.590921 -3.337453
61 C 0.815809 2.961851 -0.741564
62 N -3.215648 1.203029 -2.477736
63 H 1.107186 -6.080878 0.320811
64 H 4.734689 -4.769217 -0.942498
65 H -2.850847 0.918168 3.005700
66 C -2.196564 -1.739195 3.208542
67 H 4.123211 -0.139675 -4.677920
68 H -4.166145 4.370781 -1.865482
69 H -1.661516 4.575233 3.912901
70 Rb -0.884817 -0.367599 -1.218252
71 C 4.751555 -4.208819 -1.878829
72 Br -6.828239 4.065120 -3.190942
73 H -0.402489 -4.635366 1.080546
74 C 0.124765 5.844332 1.367848
75 C 3.580304 3.719331 -2.037094
76 H 2.807045 4.445141 -2.304215
77 C 0.192666 -6.520909 -1.574448
78 H -0.177530 -5.355739 4.761820
79 H -6.291097 1.209043 -3.845941
80 H -0.768996 -6.061050 -1.342586
81 H -1.940343 5.693301 0.766495
82 H 4.324700 3.744387 -2.837247
83 C -1.664924 -2.922847 2.798726
84 C -3.001008 3.640051 2.484131
85 H -4.797572 -2.419775 3.823096
86 C -1.887088 -0.766140 2.158061
87 C -2.178971 0.604143 2.211575
88 H 5.771916 0.480032 -4.872540
89 C 4.864003 0.920939 -2.936388
90 C 2.717997 -1.250775 -2.134226
91 H 0.568399 -4.368062 3.491794
92 H -2.727342 -2.187453 5.229249
93 H -5.033872 -1.247852 5.131197
94 C -4.315385 0.785643 -3.097020
95 H -2.671455 -0.470883 4.852287
96 C -2.965723 -1.447749 4.460609

Cartesian forces (eV/Å) of the 2 atoms listed first:
H -0.01 0.00 0.00
H -0.04 0.02 -0.01

Results
highest occupied orbital energy	-3.19	eV
frontier orbital gap	0.190	Ha
total charge	-1



Entry 2:
The following is a quantum chemistry calculation of a molecular structure, C41H48Cl2NOP3STc at a distorted geometry, from the OMol25 dataset.

Geometry (Å):
1 H -5.148610 -3.745285 0.361133
2 H -2.800803 -2.471257 -2.875223
3 C 3.779123 2.090723 -2.256060
4 Cl -0.267951 -1.408243 3.954846
5 C 2.364546 -2.983510 2.906252
6 H -1.561001 0.848285 -2.310311
7 C 3.113736 1.968711 5.648309
8 C -0.614319 3.082307 -2.349398
9 C -3.960765 0.267952 6.007596
10 H -1.570601 -1.245139 -6.107235
11 H -0.798292 0.744024 -4.847154
12 H -4.837645 -0.250459 -0.133792
13 C 0.084702 4.388654 -4.746684
14 C -1.525528 -1.429565 1.186388
15 C 1.264913 -1.659484 -3.486723
16 C 5.091933 2.379231 -2.592271
17 C -0.247570 -2.622196 -5.097752
18 H 3.306065 -1.526966 0.155266
19 H -3.149797 1.514788 7.582944
20 H -4.679934 -0.230812 6.660210
21 H -4.251171 -0.284834 -1.809852
22 C 3.635925 0.667242 -4.279741
23 H 3.091291 -3.751805 2.614715
24 H 3.032139 -0.008059 -4.887969
25 H 0.026230 0.562386 5.627537
26 H 0.368879 4.886343 -5.656757
27 H 5.379041 0.559274 -5.465175
28 C -4.711264 -0.885305 -1.017692
29 C 0.845387 1.204248 5.336682
30 H -0.818093 2.587032 -1.403844
31 H 2.878857 -2.108624 3.322051
32 Cl 2.568923 0.248471 2.366983
33 C 2.761186 -2.477717 0.126649
34 C 0.696985 2.074761 4.259042
35 C 0.050856 -0.189503 -0.493537
36 H -2.036425 4.641218 -2.098803
37 C 0.677455 -0.407523 -3.770792
38 H -5.685964 -1.276923 -1.340061
39 H 2.165005 0.436495 6.844859
40 H -4.585320 -0.797779 4.225131
41 H 1.184787 -3.736116 -3.937316
42 C -0.920130 4.894364 -3.918141
43 H -4.068440 -3.676585 -2.476910
44 C -1.145414 -0.714722 -1.136523
45 P 1.460401 -2.455339 1.405502
46 C -4.216772 -3.258615 0.685416
47 H 3.442311 -3.308699 0.353874
48 C -1.956440 -1.448247 -0.097552
49 C 2.061059 1.140404 6.019296
50 C -3.099668 1.237291 6.530102
51 H 1.722302 0.944714 -0.224409
52 O -2.011550 0.271838 -1.671578
53 C 2.960451 2.866566 4.587972
54 C -3.178037 -3.152070 -2.101387
55 H -0.605653 -3.490825 -5.647924
56 H -2.976946 0.379381 2.743954
57 Tc 0.215589 -0.434687 1.709728
58 P -3.574415 -2.213110 -0.617291
59 C -2.062696 1.477466 4.355288
60 H 2.085357 -1.734636 -2.773199
61 C -1.259164 4.242807 -2.734273
62 C -0.800372 -1.370816 -5.363194
63 P 1.323100 1.122922 -3.191083
64 H -3.489939 -4.038245 0.944415
65 H 1.607432 3.611790 3.065646
66 H 5.670019 3.036127 -1.949927
67 H 1.645577 -3.376884 3.633771
68 H -2.088375 -1.947463 1.989354
69 C -3.910205 -0.053210 4.649107
70 H -0.019494 -3.807043 0.038489
71 H 3.783067 3.505865 4.273195
72 H -2.394192 -3.882998 -1.862623
73 H 1.131008 -4.818696 0.979494
74 H 1.554595 2.804334 -5.017568
75 C 4.939469 0.985575 -4.576441
76 H 2.305176 -2.623100 -0.860277
77 H -4.426633 -2.664438 1.583642
78 N -0.780041 1.296376 1.978589
79 H -1.432324 5.811595 -4.209325
80 C -2.160546 1.853587 5.705388
81 C 1.752717 2.930282 3.900452
82 H -0.936900 -1.441545 -1.908046
83 H -1.396053 1.670272 1.240445
84 H 6.700577 2.086969 -4.008538
85 C -0.379641 -0.251000 -4.684233
86 C 0.967031 0.330639 0.259666
87 H -1.484032 2.611488 6.097225
88 C 0.750416 3.234666 -4.416956
89 S -0.830884 2.264895 3.340029
90 C 5.670154 1.842684 -3.744610
91 C 0.366454 2.580253 -3.235471
92 H 4.068133 1.914297 6.180042
93 C 3.052419 1.260254 -3.142826
94 H 3.303824 2.481514 -1.360211
95 C 0.472636 -3.939841 1.011046
96 C -2.996819 0.589991 3.810829
97 C 0.765560 -2.761397 -4.150225
98 H -0.291991 -4.072022 1.786343

Cartesian forces (eV/Å) of the 2 atoms listed first:
H 0.25 0.19 0.03
H -0.15 -0.09 0.18

Results
<S²>	3.80
highest occupied orbital energy (spin up / spin down)	-12.39 / -12.71	eV
multiplicity	4
frontier orbital gap (spin up / spin down)	0.277 / 0.213	Ha
total charge	+2



no.,E (eV)
1,-121446.803
2,-112761.877